This record from the Open Molecules 2025 dataset describes one molecule with the formula C21H29N3S2. The level of theory is ωB97M-V/def2-TZVPD.

- molecular weight (g mol⁻¹) = 387.62
- relative energy (zero: lowest compared OMol25 entry of this formula, charge and spin) (kcal/mol) = 5.6
- Kohn-Sham gap (eV) = 8.560
- SMILES string = Cc1ccccc1NC(=S)N(CCN1CCCCCC1)Cc1cccs1
- total energy (hartree) = -1778.25385
- largest force on an atom (eV Å⁻¹) = 0.7
- multiplicity = 1

Element x y z (Å)
C (-2.930, 0.533, 1.977)
C (-3.939, 0.105, 0.961)
C (-5.239, -0.193, 1.349)
C (-6.187, -0.622, 0.438)
C (-5.843, -0.774, -0.894)
C (-4.560, -0.473, -1.304)
C (-3.615, -0.016, -0.392)
N (-2.305, 0.256, -0.857)
C (-1.752, 1.498, -0.882)
N (-0.504, 1.609, -1.408)
C (0.306, 0.459, -1.752)
H (-0.234, -0.204, -2.437)
H (1.181, 0.832, -2.285)
C (0.752, -0.349, -0.519)
N (1.214, -1.663, -0.906)
C (1.141, -2.663, 0.137)
C (2.074, -2.483, 1.342)
C (3.557, -2.427, 0.975)
H (3.807, -3.248, 0.301)
C (3.966, -1.091, 0.356)
C (3.669, -0.939, -1.142)
H (4.524, -1.302, -1.716)
H (3.567, 0.126, -1.363)
C (2.438, -1.695, -1.678)
H (2.694, -2.749, -1.808)
H (2.217, -1.297, -2.675)
H (5.041, -0.950, 0.497)
H (3.472, -0.292, 0.916)
H (4.136, -2.569, 1.891)
H (1.804, -1.571, 1.880)
H (1.902, -3.325, 2.018)
H (1.350, -3.630, -0.331)
H (0.106, -2.689, 0.496)
H (1.499, 0.235, 0.035)
H (-0.111, -0.485, 0.138)
C (0.196, 2.882, -1.342)
C (1.182, 2.899, -0.223)
C (0.925, 2.921, 1.113)
C (2.094, 2.843, 1.903)
C (3.225, 2.759, 1.158)
S (2.887, 2.777, -0.529)
H (4.243, 2.695, 1.486)
H (2.091, 2.851, 2.978)
H (-0.070, 2.995, 1.513)
H (-0.563, 3.655, -1.183)
H (0.697, 3.057, -2.297)
S (-2.595, 2.816, -0.330)
H (-1.940, -0.428, -1.505)
H (-4.281, -0.577, -2.344)
H (-6.572, -1.119, -1.612)
H (-7.190, -0.845, 0.769)
H (-5.506, -0.092, 2.391)
H (-2.863, 1.622, 1.994)
H (-3.215, 0.190, 2.968)
H (-1.942, 0.145, 1.734)

This record from the Open Molecules 2025 dataset describes one molecule with the formula C21H29NO. The level of theory is ωB97M-V/def2-TZVPD.

- molecular weight (g mol⁻¹) = 311.47
- relative energy (zero: lowest compared OMol25 entry of this formula, charge and spin) (kcal/mol) = 5.0
- Kohn-Sham gap (eV) = 8.727
- SMILES string = CCCCN(CCCC)Cc1cc2ccccc2c2c1COC2
- total energy (hartree) = -947.59277
- largest force on an atom (eV Å⁻¹) = 0.7
- multiplicity = 1

Element x y z (Å)
C (0.592, 0.763, -4.045)
C (-0.638, 0.838, -3.146)
C (-0.550, 1.950, -2.089)
C (-0.322, 1.480, -0.637)
N (0.994, 1.025, -0.223)
C (2.099, 1.912, -0.532)
C (1.952, 3.308, 0.073)
C (1.858, 3.276, 1.596)
C (1.716, 4.675, 2.183)
H (2.572, 5.291, 1.917)
H (0.818, 5.159, 1.806)
H (1.651, 4.628, 3.268)
H (2.753, 2.799, 2.001)
H (1.002, 2.668, 1.887)
H (2.828, 3.893, -0.222)
H (1.074, 3.808, -0.337)
H (2.263, 2.010, -1.621)
H (3.000, 1.454, -0.112)
C (1.305, -0.359, -0.543)
C (0.285, -1.317, 0.005)
C (-0.349, -2.240, -0.790)
C (-1.300, -3.150, -0.278)
C (-1.951, -4.085, -1.109)
C (-2.873, -4.956, -0.597)
C (-3.187, -4.935, 0.771)
C (-2.575, -4.044, 1.607)
C (-1.621, -3.134, 1.107)
C (-0.947, -2.191, 1.904)
C (-0.033, -1.318, 1.373)
C (0.500, -0.453, 2.469)
H (0.220, 0.598, 2.318)
H (1.592, -0.506, 2.553)
O (-0.082, -0.947, 3.669)
C (-1.053, -1.941, 3.377)
H (-2.054, -1.578, 3.657)
H (-0.832, -2.836, 3.973)
H (-2.813, -4.023, 2.660)
H (-3.918, -5.631, 1.156)
H (-3.367, -5.667, -1.243)
H (-1.709, -4.100, -2.162)
H (-0.119, -2.289, -1.845)
H (2.268, -0.584, -0.066)
H (1.426, -0.536, -1.623)
H (-0.582, 2.318, 0.018)
H (-1.024, 0.672, -0.417)
H (-1.494, 2.499, -2.077)
H (0.227, 2.662, -2.371)
H (-1.508, 1.018, -3.783)
H (-0.798, -0.121, -2.653)
H (1.498, 0.600, -3.464)
H (0.494, -0.053, -4.758)
H (0.711, 1.690, -4.603)

This record from the Open Molecules 2025 dataset describes C21H30As3N6NiO10S4 as an isolated structure. The level of theory is ωB97M-V/def2-TZVPD.

- net charge = -1
- molecular weight (g mol⁻¹) = 938.23
- relative energy (zero: lowest compared OMol25 entry of this formula, charge and spin) (kcal/mol) = 0.0
- Kohn-Sham gap (eV) = 6.290
- total energy (hartree) = -11707.56094
- largest force on an atom (eV Å⁻¹) = 0.3
- multiplicity = 1

Element x y z (Å)
Ni (1.322, 0.610, 0.270)
S (-1.963, -0.372, 2.739)
As (0.046, 0.619, 3.022)
S (0.448, 2.183, 1.571)
S (1.442, -0.743, 2.039)
S (0.301, 1.015, 5.039)
N (-0.451, -1.027, -0.814)
N (0.329, -2.182, -0.866)
C (1.664, -2.113, -0.797)
N (2.323, -3.273, -0.720)
N (2.227, -0.886, -0.843)
N (3.587, -0.784, -0.915)
O (4.031, 0.333, -0.762)
O (4.292, -1.761, -1.178)
H (-1.104, -1.136, -0.033)
H (-1.049, -1.020, -1.637)
H (-0.117, -3.049, -0.596)
H (1.821, -4.101, -0.453)
H (3.329, -3.234, -0.672)
C (1.277, 5.274, -3.880)
C (1.328, 4.090, -2.958)
C (0.347, 3.108, -2.985)
C (0.409, 2.055, -2.089)
N (1.372, 1.947, -1.174)
C (2.326, 2.884, -1.142)
C (2.343, 3.951, -2.017)
H (0.656, 5.070, -4.750)
H (2.275, 5.554, -4.217)
H (0.850, 6.134, -3.360)
H (-0.488, 3.169, -3.671)
H (-0.349, 1.287, -2.070)
H (3.083, 2.761, -0.381)
H (3.139, 4.681, -1.947)
C (-2.281, 0.251, -4.442)
O (-2.728, 0.204, -3.088)
C (-3.239, 1.364, -2.619)
O (-3.111, 2.415, -3.198)
C (-3.829, 1.161, -1.260)
C (-5.124, 0.895, -1.093)
As (-5.917, 0.327, 0.648)
C (-6.236, 2.160, 1.281)
C (-4.267, -0.307, 1.396)
C (-3.158, 0.650, 1.723)
As (-2.332, 1.372, 0.040)
C (-2.569, 3.325, 0.092)
C (-3.522, 1.669, 2.792)
O (-4.481, 1.635, 3.516)
O (-2.559, 2.606, 2.902)
C (-2.620, 3.411, 4.080)
C (-3.905, -1.515, 0.756)
O (-2.805, -1.816, 0.271)
O (-4.875, -2.497, 0.599)
C (-5.789, -2.738, 1.658)
C (-5.996, 0.882, -2.296)
O (-5.650, 0.706, -3.442)
O (-7.283, 1.113, -1.966)
C (-8.196, 1.111, -3.059)
H (-1.889, -0.739, -4.659)
H (-1.505, 1.003, -4.577)
H (-3.121, 0.479, -5.097)
H (-7.006, 2.560, 0.620)
H (-5.356, 2.797, 1.223)
H (-6.595, 2.139, 2.306)
H (-3.518, 3.621, 0.533)
H (-2.531, 3.672, -0.941)
H (-1.745, 3.745, 0.664)
H (-1.763, 4.076, 4.023)
H (-2.540, 2.779, 4.963)
H (-3.551, 3.976, 4.112)
H (-5.890, -3.822, 1.751)
H (-6.767, -2.304, 1.438)
H (-5.421, -2.312, 2.591)
H (-9.174, 1.309, -2.628)
H (-8.190, 0.145, -3.561)
H (-7.933, 1.883, -3.781)

This record from the Open Molecules 2025 dataset describes C21H30AsFI3N3O5S2V as an isolated structure. The level of theory is ωB97M-V/def2-TZVPD.

- molecular weight (g mol⁻¹) = 994.20
- relative energy (zero: lowest compared OMol25 entry of this formula, charge and spin) (kcal/mol) = 7.9
- Kohn-Sham gap (eV) = 6.401
- total energy (hartree) = -6327.92438
- largest force on an atom (eV Å⁻¹) = 0.3
- multiplicity = 2

Element x y z (Å)
V (-0.679, 1.121, -2.237)
C (4.691, -3.757, 0.481)
C (4.030, -2.694, 1.341)
N (3.300, -1.697, 0.530)
C (1.984, -1.815, 0.376)
C (1.208, -0.951, -0.363)
C (-0.270, -1.203, -0.424)
O (-0.711, -2.271, -0.045)
O (-0.993, -0.230, -0.887)
C (1.824, 0.124, -1.019)
O (1.224, 0.969, -1.758)
C (3.253, 0.273, -0.848)
C (3.906, 1.369, -1.439)
C (5.242, 1.514, -1.234)
F (5.889, 2.594, -1.730)
C (5.993, 0.581, -0.498)
C (5.365, -0.507, 0.052)
C (3.976, -0.651, -0.082)
N (7.366, 0.762, -0.190)
C (7.606, 1.331, 1.124)
C (8.966, 0.905, 1.614)
N (9.999, 1.303, 0.581)
C (9.679, 0.758, -0.785)
C (8.293, 1.232, -1.187)
H (5.230, -4.452, 1.123)
H (5.413, -3.318, -0.207)
H (3.950, -4.312, -0.096)
H (4.748, -2.158, 1.960)
H (3.296, -3.135, 2.012)
H (1.502, -2.647, 0.872)
H (3.333, 2.091, -2.008)
H (5.984, -1.203, 0.605)
H (6.868, 0.945, 1.835)
H (7.528, 2.435, 1.106)
H (8.997, -0.181, 1.720)
H (9.240, 1.385, 2.552)
H (10.921, 0.986, 0.876)
H (10.033, 2.323, 0.526)
H (9.705, -0.327, -0.697)
H (10.452, 1.105, -1.469)
H (8.052, 0.808, -2.161)
H (8.298, 2.329, -1.298)
I (-2.916, 2.232, -1.397)
I (-4.396, -1.307, -6.610)
C (-2.918, 1.488, -5.199)
As (-2.604, -0.388, -4.955)
C (-3.225, -1.310, -3.383)
C (-1.111, -1.131, -5.916)
O (-1.062, 0.301, -3.574)
H (-3.549, 1.635, -6.069)
H (-1.946, 1.969, -5.298)
H (-3.392, 1.857, -4.289)
H (-2.495, -2.085, -3.155)
H (-4.200, -1.740, -3.587)
H (-3.256, -0.593, -2.564)
H (-1.218, -0.845, -6.959)
H (-1.170, -2.215, -5.833)
H (-0.191, -0.751, -5.485)
I (0.137, 3.452, -3.365)
C (7.551, -3.597, 4.925)
O (6.842, -2.367, 4.792)
C (6.902, -1.675, 3.643)
S (7.778, -2.319, 2.333)
S (5.979, -0.266, 3.660)
H (7.351, -3.927, 5.941)
H (8.619, -3.447, 4.772)
H (7.196, -4.333, 4.204)